(1)
ORCA calculation (wB97M-V/def2-TZVPD) on a cluster of 13 separate species, C75H173N3O33 in total in a non-equilibrium geometry.

Each line ends with the Löwdin charge.
Atoms and positions in Å:
N 23.0527 17.3462 21.1466  -0.182
H 23.0994 21.5042 16.4270  0.077
H 9.9232 23.6534 16.0875  0.097
H 17.0832 24.7997 13.9302  0.097
H 19.6050 11.6967 13.5054  0.137
O 27.8039 16.1988 22.7572  -0.182
C 14.7067 14.7179 19.3180  -0.317
H 18.6095 18.4072 23.9621  0.138
H 24.9425 16.7696 21.6698  0.068
O 17.6510 16.6156 23.5741  -0.217
H 23.2532 12.1608 19.1305  0.100
H 18.5359 16.2485 16.1543  0.127
H 30.3272 11.7607 16.3862  0.091
H 20.9096 24.0027 18.2165  0.110
H 26.6263 17.7925 23.3087  0.136
O 21.6828 22.9619 10.5280  -0.182
H 19.6768 17.8832 10.1804  0.110
H 19.8883 19.5338 17.5295  0.056
H 21.6359 15.2951 13.4970  0.126
H 19.7406 22.3239 9.9737  0.086
H 14.0738 25.8675 17.0080  0.148
O 15.4805 14.8987 18.4136  0.003
H 21.5696 25.0374 16.0521  0.098
H 26.6371 21.4608 15.2949  0.135
H 28.2550 17.1936 14.1226  0.152
C 27.7774 19.8273 21.1216  -0.208
C 19.5692 16.6707 17.9264  -0.185
O 16.4362 21.2117 10.2473  -0.173
H 21.4752 16.7719 19.9769  0.134
H 15.3609 16.7220 15.6771  0.073
H 26.8545 19.7164 21.7144  0.132
H 27.6672 22.2151 17.9311  0.085
C 20.5072 20.0710 18.2156  -0.107
H 21.8201 26.2685 10.8497  0.136
H 20.9350 24.4897 9.2295  0.143
H 18.8663 14.8768 23.8948  0.100
H 26.1691 11.9953 16.9886  0.144
H 17.2460 19.6516 21.3866  0.143
C 17.7314 12.7299 13.5241  -0.170
H 27.5418 15.0688 24.4744  0.104
H 24.8885 18.4049 15.3695  0.078
H 20.9353 21.0754 10.1740  0.072
O 18.0927 16.3201 11.5965  -0.110
H 25.4920 15.5401 17.2671  0.105
C 20.1573 24.9895 13.0201  -0.186
H 16.5009 19.1153 10.0532  0.119
C 23.9451 19.0004 15.5630  -0.058
H 13.2164 16.4344 11.2472  0.084
C 23.2914 22.1400 19.3570  -0.028
H 27.0825 14.3357 22.8643  0.080
H 24.0483 18.2871 19.4832  0.082
H 24.0932 19.4501 16.5315  0.078
H 21.9131 13.1937 18.3365  0.066
H 20.9170 12.7030 12.3296  0.130
C 24.0976 23.8117 15.1327  -0.006
H 25.4070 12.8812 18.8204  0.129
C 19.2304 17.0153 12.0755  -0.207
H 12.5047 18.6626 13.7414  0.106
H 27.7952 16.3314 15.6522  0.108
H 16.0518 16.8762 19.9799  0.065
O 23.7387 13.8362 17.9759  -0.208
H 22.7505 13.6715 19.8597  0.063
H 28.6122 19.3059 23.3515  0.124
H 11.6161 25.6157 15.5995  0.117
O 15.4804 23.6954 13.9887  -0.181
H 15.6834 18.3548 15.7790  0.046
H 22.2656 13.7562 15.0157  0.061
C 20.1532 17.2147 10.8602  -0.134
H 23.9725 13.8189 14.6950  0.088
H 18.1245 15.6750 25.3584  0.095
C 18.7703 19.9694 19.7971  -0.219
C 18.4555 18.5904 15.3812  -0.092
H 30.0026 11.7543 14.6062  0.082
C 22.8096 13.1605 18.8892  -0.040
C 22.1511 16.3793 20.7809  -0.345
H 18.1103 19.4898 19.0358  0.130
C 27.7176 17.4266 23.3705  -0.246
C 28.3061 22.3757 16.9832  -0.105
H 14.1111 17.7760 16.5134  0.121
H 24.1557 17.7867 22.8312  0.088
H 15.8898 26.7631 15.1067  0.127
C 17.0360 21.2195 8.9909  -0.144
H 26.4417 16.8346 18.6995  0.063
C 20.5581 13.6927 12.5754  -0.223
H 20.8657 23.0200 13.0258  0.113
H 16.2363 14.4675 11.7592  0.123
H 28.2502 19.7895 19.0696  0.136
C 13.3577 18.9292 14.2872  -0.176
H 19.6223 17.0639 24.0781  0.107
H 18.2885 21.8276 14.8463  0.062
O 21.5406 17.6711 11.0809  -0.195
H 21.0571 16.4084 15.5884  0.111
H 27.9580 23.2882 16.4214  0.110
H 22.9688 25.7816 16.6756  0.130
C 21.6059 25.2244 11.1426  -0.196
H 30.1632 10.2354 15.4848  0.084
H 24.8624 23.0284 15.1935  0.061
H 17.5102 22.1807 8.9121  0.075
H 20.9975 25.3406 13.5979  0.108
H 20.3431 17.7960 21.8902  0.131
C 18.3608 16.8666 17.0663  -0.177
C 22.3541 24.8448 16.7712  -0.125
C 16.2062 24.7037 14.5565  -0.258
H 23.5757 19.3711 20.8300  0.090
H 13.1693 14.3192 21.1087  0.084
H 26.0258 12.0518 15.2131  0.129
O 19.7038 23.3515 14.7145  -0.202
H 23.2283 17.2752 17.4956  0.131
C 25.9310 14.5520 17.4355  -0.176
H 17.0516 14.8052 24.1977  0.095
N 14.8683 15.3144 20.5704  -0.191
O 28.4386 11.2674 15.8787  -0.194
H 16.4699 24.4970 15.6014  0.133
H 13.5838 20.9996 13.9751  0.121
C 13.7445 25.2389 16.0904  -0.180
H 11.9019 24.9456 17.1855  0.120
O 25.9487 13.9458 16.1181  -0.169
O 15.3674 16.2692 11.0937  -0.184
C 27.4675 17.0457 14.9282  -0.157
H 15.7151 16.8381 21.8119  0.113
C 22.8403 17.1018 16.4633  -0.220
H 15.2100 15.3404 12.9992  0.135
O 25.6741 17.3589 13.2452  -0.180
C 15.8533 19.9180 10.4367  -0.184
C 21.7207 24.7754 18.1806  -0.165
H 24.4696 24.8546 15.0135  0.089
H 16.7273 12.4496 16.0289  0.097
H 28.4277 13.1735 16.7915  0.146
C 19.2711 22.0596 15.1216  -0.106
C 23.2576 23.6439 16.4471  -0.492
H 22.0128 22.3853 15.2627  0.066
C 26.1900 16.5437 14.2812  -0.226
O 18.1225 18.2129 16.7051  -0.184
H 23.7500 16.6563 13.4472  0.087
C 15.9419 15.4760 12.1579  -0.163
H 26.8131 20.7839 19.4976  0.116
C 28.6962 18.3995 22.7691  -0.206
H 21.1401 25.7348 18.3600  0.124
C 22.4384 22.3686 16.2597  -0.018
H 25.9957 15.3987 23.6061  0.082
O 16.8749 13.5788 14.2705  -0.230
H 25.9728 22.8699 17.3015  0.045
H 13.3621 15.8584 21.9539  0.100
H 23.1399 22.0489 20.4426  0.086
H 22.3017 24.2995 20.2283  0.135
C 21.7546 14.5609 12.6493  -0.219
C 27.1616 20.6342 15.8871  -0.203
O 25.1019 22.4790 17.3115  -0.072
O 21.9989 15.3083 21.3241  -0.004
H 27.9543 17.5331 18.6026  0.067
H 17.8089 20.4183 8.9240  0.090
H 19.2688 25.5116 13.4352  0.121
H 16.5954 23.8662 12.2046  0.086
H 18.5378 21.0889 19.8324  0.148
C 19.9112 23.4970 13.2799  -0.168
H 21.0731 18.5752 12.9915  0.102
C 27.0992 17.5715 19.1738  -0.080
H 22.4825 19.2654 12.0111  0.087
H 13.9053 16.1001 9.7215  0.079
N 24.2051 23.5458 17.5424  -0.086
H 24.9330 14.4703 19.4531  0.142
H 15.4016 26.3982 13.4611  0.133
O 22.9064 13.7783 12.9132  -0.182
C 27.9457 12.6112 15.9188  -0.227
O 14.0740 25.8162 14.8447  -0.133
C 14.8728 17.6810 15.6563  -0.093
H 26.2999 15.5065 13.9313  0.130
H 21.5363 22.4252 16.9038  0.056
H 10.4287 24.3136 14.5250  0.093
H 24.2675 17.2848 11.8523  0.090
C 19.1680 12.5844 13.9998  -0.211
C 14.1563 20.1131 13.7094  -0.164
H 13.8054 14.8464 10.8429  0.080
H 25.9143 23.1736 19.6795  0.060
C 21.5122 18.7746 11.9576  -0.124
H 14.3804 14.4307 22.3746  0.066
H 19.8995 21.2677 14.6871  0.084
H 22.3345 21.8390 18.9783  0.042
H 25.4907 16.6142 15.0810  0.076
H 24.6992 23.7985 20.9160  0.097
H 23.3674 25.5044 19.4883  0.087
C 27.0827 15.2223 23.4630  -0.113
O 28.6915 18.8008 21.4358  -0.112
O 27.2022 18.2306 15.6678  -0.156
C 25.0784 23.8618 19.8668  -0.020
H 17.7254 15.4427 13.4846  0.114
H 17.9477 13.7912 15.9912  0.084
C 14.0376 15.8987 10.7750  -0.113
H 19.1513 19.4430 15.3031  0.068
C 12.2481 24.9523 16.1653  -0.212
H 28.2713 13.0545 14.9587  0.131
H 17.7378 13.1758 12.5308  0.115
C 27.3649 19.4504 14.9625  -0.169
H 14.2656 24.3159 16.2497  0.105
H 19.0512 19.8839 21.8631  0.146
C 24.5527 16.6896 12.7121  -0.086
H 16.3927 20.0328 12.5200  0.117
H 18.8921 17.8118 14.7010  0.077
C 25.0282 13.8944 18.4680  -0.255
O 20.1438 19.7413 19.5403  -0.188
H 21.5882 19.9412 17.9959  0.093
H 19.7933 16.3997 12.7877  0.110
H 19.3219 22.0939 16.2054  0.080
H 21.5892 15.4203 17.0079  0.126
O 26.4366 18.8247 19.3304  -0.179
H 23.8590 19.6693 14.7478  0.085
C 26.4784 12.5788 16.0541  -0.162
H 22.3464 24.8321 11.9088  0.145
O 20.7361 17.2709 17.4078  -0.150
H 17.5454 18.8081 14.8089  0.066
O 18.3818 17.9534 21.0984  -0.169
C 10.6594 23.5325 15.2626  -0.141
C 21.6997 24.2991 10.0207  -0.216
H 26.7578 19.4022 14.0630  0.124
H 27.2828 17.1188 20.1711  0.091
C 18.8304 17.4355 23.4413  -0.180
H 19.2606 12.4809 15.0870  0.122
H 16.9163 15.8144 21.0629  0.080
O 14.3489 20.1808 12.2815  -0.128
H 15.5853 18.5204 11.9853  0.089
C 24.0066 16.9456 22.1525  -0.049
H 14.8511 23.2702 12.0723  0.114
C 20.8342 22.1284 9.8377  -0.136
H 20.3020 21.1629 18.0568  0.074
H 20.3226 16.2815 10.3648  0.112
H 29.3201 22.5235 17.3563  0.090
H 23.5030 23.6280 14.2073  0.077
H 12.9421 19.2937 15.2326  0.119
H 16.0886 14.0682 16.0178  0.086
C 16.9431 13.4639 15.6541  -0.110
H 19.4522 17.2303 18.8826  0.120
H 21.0328 22.2340 8.7560  0.096
H 24.8535 15.7361 12.3368  0.084
C 17.9759 15.4438 24.2684  -0.140
H 23.5472 16.3895 16.0346  0.103
C 15.6059 19.5750 11.8982  -0.159
C 18.3127 19.4152 21.1264  -0.145
H 23.6143 16.0356 22.6520  0.098
O 22.7420 18.2195 15.6412  -0.164
C 23.8526 23.5395 18.9460  -0.492
C 15.4489 25.9793 14.4729  -0.170
H 22.2783 18.7444 19.8626  0.083
C 15.9484 16.2716 20.8455  -0.033
H 26.9163 14.5921 17.8623  0.110
O 19.8655 13.7557 13.7759  -0.132
H 18.8817 17.9133 12.5349  0.099
H 10.6462 22.5406 14.8381  0.087
C 17.2480 16.0809 12.7067  -0.199
C 21.4998 16.4335 16.5677  -0.168
H 13.8976 13.9264 19.2090  0.145
O 28.4043 21.1504 16.2691  -0.170
C 23.2876 18.4637 20.2763  -0.052
C 13.9278 14.9704 21.5893  -0.088
H 28.1504 20.8011 21.4657  0.135
H 22.9883 12.3094 14.4171  0.098
H 19.6667 15.6040 18.0879  0.128
H 16.4131 21.0115 8.1122  0.092
H 17.2328 11.7511 13.5811  0.133
H 22.6467 24.4231 9.5081  0.125
H 28.0826 17.2808 24.4230  0.140
H 17.4706 16.6286 17.6473  0.119
H 15.0789 20.2150 14.2447  0.106
H 29.6327 17.9004 22.8880  0.126
H 24.0535 21.4391 19.0263  0.071
O 14.1285 17.7455 14.4539  -0.192
H 26.4711 20.3405 16.6924  0.119
H 21.9266 15.0621 11.6869  0.125
H 19.1171 23.1714 12.5953  0.126
O 11.9212 23.6888 15.7335  -0.187
H 20.8361 19.5197 11.4396  0.077
C 27.3599 19.8446 19.7100  -0.203
H 19.8933 14.0399 11.7302  0.142
C 22.9876 13.4175 14.3097  -0.075
H 16.1399 22.2034 12.6969  0.064
H 25.3648 24.8994 19.6116  0.086
H 17.0546 16.9748 13.3320  0.108
H 19.3540 16.3245 21.6803  0.135
C 22.7973 24.6436 19.2682  -0.127
H 28.3585 19.4714 14.6823  0.101
H 14.9819 19.8151 9.7883  0.134
C 19.2835 17.3974 21.9788  -0.230
O 20.2484 25.2995 11.6180  -0.124
C 29.8182 11.2569 15.5511  -0.108
C 15.8072 23.2603 12.6598  -0.053

Forces on atoms 1 to 6 (eV/Å):
-0.58 -1.64 0.03
-0.67 0.12 -0.06
-0.02 -0.32 -0.35
0.96 0.42 0.44
0.00 0.38 0.19
-0.40 -0.93 -0.74

- Kohn-Sham gap: 8.8 eV
- Molecular weight: 1645.2 g mol⁻¹
- LUMO level: 0.5 eV
- Largest force on an atom: 3.82 eV Å⁻¹

=====

(2)
ORCA calculation (wB97M-V/def2-TZVPD) on the ion C8H19NO3P with charge +1 in a non-equilibrium geometry.

Each line ends with the Löwdin charge.
Atoms and positions in Å:
H -3.2997 2.0401 0.1982  0.144
H 0.9700 2.0644 0.2305  0.168
O 1.8265 0.7072 -0.8945  -0.223
H -0.0523 2.1755 1.7279  0.181
C -1.1205 2.0754 -0.1803  -0.004
O 1.5660 -1.5298 0.3700  -0.223
C -1.5817 -2.4403 -0.4293  -0.064
O 0.1370 -1.0549 -1.6242  -0.190
C -2.3425 2.5957 0.3704  -0.216
H 3.0514 -3.5321 0.1951  0.053
C -0.5932 -2.2818 -1.6140  -0.224
H -1.1523 -2.3040 -2.5274  0.115
N 0.0847 1.8424 0.7713  -0.005
P 0.9314 -0.3537 -0.4618  0.461
C 2.8323 -1.5481 1.0037  -0.232
H -0.9512 -2.4531 0.4841  0.065
H 2.5369 -1.7611 2.1291  0.160
H 4.2928 -2.9195 1.2902  0.052
H -2.2596 2.8275 1.4167  0.112
H -2.4344 3.8388 -1.2906  0.047
H -2.0940 -3.3672 -0.5968  0.074
H -0.6135 2.1863 -1.1338  0.145
H -2.2570 -1.5115 -0.2707  0.104
H -3.4937 4.5384 -0.2650  0.144
H 4.0880 -2.4774 -0.4679  0.091
H 3.3327 -0.5870 0.7635  0.120
H 0.2691 -2.9991 -1.5584  0.138
C -0.2612 0.4363 0.7197  -0.031
C -2.4297 4.0165 -0.2702  -0.066
H -1.7042 4.6221 0.1036  0.046
C 3.6674 -2.7607 0.4969  -0.032
H -0.9455 -0.0851 1.3138  0.088

Forces on atoms 1 to 6 (eV/Å):
1.10 0.18 -0.02
-0.40 -0.58 1.05
0.49 1.17 -0.25
0.56 0.80 -0.33
4.28 -4.16 2.12
-1.50 0.08 -1.20

- Kohn-Sham gap: 9.3 eV
- Relative energy (zero: lowest compared OMol25 entry of this formula, charge and spin): 61.8 kcal per mole
- Molecular weight: 208.2 g mol⁻¹
- Charge: +1
- LUMO level: -4.1 eV
- Largest force on an atom: 6.33 eV Å⁻¹